Entry 1:
C27H39FN2NbO8S | ωB97M-V/def2-TZVPD

Element x y z (Å)
C (-0.2118, -2.5261, 3.5192)
C (1.0487, -2.0052, 2.5929)
O (2.2691, -1.9605, 3.1641)
O (0.9490, -1.5341, 1.1952)
C (1.8156, -2.3700, 0.3001)
C (3.3178, -1.6611, 0.1115)
C (3.4619, -1.1292, -1.4318)
C (4.4091, 0.2055, -1.6158)
C (3.5379, 1.4868, -1.1039)
Nb (4.4216, 2.7109, 0.5848)
S (2.4557, 1.9125, 2.0225)
C (3.0390, 4.4495, -0.0857)
C (1.4604, 3.9320, -0.1864)
O (0.5457, 4.3975, 0.7063)
C (5.1685, 4.0196, 2.3016)
C (6.0835, 5.3013, 1.8493)
C (7.5212, 4.9252, 1.1577)
F (5.3944, 6.2863, 0.9748)
C (5.6361, 0.9985, 1.4534)
C (7.3199, 1.1861, 0.8862)
C (8.4662, 0.2348, 1.7616)
O (8.2938, 1.8711, 1.8847)
H (-1.0547, -3.0356, 2.8664)
H (-0.6856, -1.6261, 4.1425)
H (0.1880, -3.2879, 4.3463)
H (1.9033, -3.4488, 0.7442)
H (1.3062, -2.4486, -0.7534)
H (3.3617, -0.8196, 0.9319)
H (4.1386, -2.4938, 0.3117)
H (2.3667, -0.7970, -1.7719)
H (3.7720, -1.9916, -2.1593)
H (4.5506, 0.3399, -2.7938)
H (5.4876, 0.1081, -1.1779)
H (2.4288, 1.1874, -0.7814)
H (3.3884, 2.2188, -2.0351)
H (5.7584, 3.2433, -0.5492)
H (3.0427, 1.7094, 3.2819)
H (3.4178, 4.8379, -1.1229)
H (3.0294, 5.2890, 0.7585)
H (1.0976, 3.1507, -1.0119)
H (5.8303, 3.3387, 3.0047)
H (4.2711, 4.3957, 2.9937)
H (6.3450, 5.8899, 2.8545)
H (7.5264, 3.9515, 0.5096)
H (8.3905, 4.9257, 1.9632)
H (7.7787, 5.8220, 0.4152)
H (5.7554, 1.0247, 2.6173)
H (5.4174, -0.0641, 1.0159)
H (7.4919, 1.3193, -0.3513)
H (8.8330, -0.1428, 0.6872)
H (9.5434, 0.5093, 2.0646)
C (-6.1625, -2.3045, -0.4728)
C (-6.0584, -3.6862, -0.3049)
C (-5.3157, -4.2083, 0.7559)
C (-4.6823, -3.3334, 1.6493)
C (-4.7788, -1.9460, 1.4787)
C (-5.5220, -1.4357, 0.4124)
N (-3.9213, -3.8758, 2.7812)
O (-3.8436, -5.1089, 2.8871)
O (-3.4037, -3.0702, 3.5681)
H (-6.7473, -1.9021, -1.2982)
H (-6.5592, -4.3569, -0.9998)
H (-5.2443, -5.2874, 0.8731)
H (-4.2883, -1.2557, 2.1617)
H (-5.6054, -0.3601, 0.2731)
C (-11.1058, -0.2080, -4.7220)
C (-11.5923, -1.2000, -3.8690)
C (-10.7340, -2.1886, -3.3839)
C (-9.3831, -2.1715, -3.7574)
C (-8.8937, -1.1814, -4.6197)
C (-9.7622, -0.1996, -5.1007)
N (-8.4703, -3.1932, -3.2305)
O (-8.9455, -4.0632, -2.4856)
O (-7.2767, -3.1248, -3.5572)
H (-11.7776, 0.5640, -5.0932)
H (-12.6410, -1.2007, -3.5796)
H (-11.1286, -2.9547, -2.7200)
H (-7.8486, -1.1591, -4.9216)
H (-9.3912, 0.5751, -5.7681)

The max |F| is 0.162 Eh/bohr. Its net charge is -1. The HOMO-LUMO gap comes out at 4.72 eV. As for the multiplicity: 1.

These are the Mulliken partial charges, in e, on atoms 1 to 6: -0.7199 0.6219 -0.5482 -0.2933 -0.5919 0.3284

---

Entry 2:
C30H47N4O13PS | ωB97M-V/def2-TZVPD

Element x y z (Å)
N (2.0799, -0.8281, 3.8072)
C (2.0581, -0.8173, 2.6509)
C (2.1107, -0.7659, 1.1852)
N (1.7426, 0.5548, 0.7961)
S (3.9084, -0.9518, 0.7794)
C (1.2040, -1.9355, 0.5661)
C (0.5445, -2.7140, 1.5906)
N (-0.0546, -3.0748, 2.5141)
C (0.2510, -1.4634, -0.5041)
C (-0.8661, -0.5081, -0.0366)
O (-0.9118, -0.2588, 1.3654)
P (2.2301, -3.2532, -0.3234)
N (1.2508, -4.3776, -0.8535)
H (0.9800, 0.9370, 1.3303)
H (1.6311, 0.6683, -0.1957)
H (4.2073, 0.3589, 0.8119)
H (0.8329, -0.9597, -1.2663)
H (-0.1674, -2.3279, -0.9902)
H (-1.8068, -0.9504, -0.3297)
H (-0.7962, 0.4187, -0.5748)
H (-1.4323, -0.9559, 1.7630)
H (3.1517, -3.8015, 0.5840)
H (2.8497, -2.6269, -1.4122)
H (1.4812, -5.2723, -0.4501)
O (-1.6460, -1.4379, -2.8907)
C (-2.2587, -0.4724, -3.2435)
O (-2.1445, 0.7398, -2.6442)
C (-3.1008, 1.6588, -3.2159)
C (-3.4412, 1.0889, -4.5880)
C (-3.2895, -0.4102, -4.3438)
H (-3.9695, 1.6977, -2.5559)
H (-2.6527, 2.6475, -3.2673)
H (-4.4243, 1.3895, -4.9431)
H (-2.7044, 1.4182, -5.3218)
H (-4.2047, -0.8675, -3.9652)
H (-2.9474, -0.9444, -5.2243)
O (5.5956, 4.0354, 0.7414)
C (4.8342, 3.7205, 1.6083)
O (4.6317, 2.4314, 1.9661)
C (3.5840, 2.3499, 2.9638)
C (3.5407, 3.7301, 3.6009)
C (3.9450, 4.6278, 2.4350)
H (2.6611, 2.0954, 2.4649)
H (3.8319, 1.5626, 3.6735)
H (2.5705, 3.9703, 4.0325)
H (4.2855, 3.8038, 4.3905)
H (3.0888, 4.9212, 1.8245)
H (4.4924, 5.5072, 2.7578)
O (-4.1314, -3.5749, -3.6766)
C (-3.7585, -4.1051, -2.6704)
O (-4.5003, -4.1333, -1.5401)
C (-3.7406, -4.7336, -0.4702)
C (-2.6765, -5.5776, -1.1580)
C (-2.4240, -4.7802, -2.4353)
H (-3.3077, -3.9334, 0.1341)
H (-4.4120, -5.3197, 0.1522)
H (-1.7897, -5.7307, -0.5470)
H (-3.0870, -6.5569, -1.4092)
H (-1.6655, -4.0076, -2.2956)
H (-2.1587, -5.4075, -3.2808)
O (-0.1876, 3.3433, 1.3198)
C (-0.4333, 2.8526, 2.3814)
O (0.4399, 2.0359, 3.0174)
C (-0.1538, 1.4991, 4.2159)
C (-1.2627, 2.4799, 4.5746)
C (-1.7022, 2.9805, 3.1970)
H (-0.5273, 0.5004, 3.9876)
H (0.6130, 1.4172, 4.9806)
H (-2.0596, 2.0255, 5.1588)
H (-0.8521, 3.3089, 5.1528)
H (-2.4627, 2.3388, 2.7500)
H (-2.0461, 4.0104, 3.2102)
O (-4.4850, -6.9610, -7.2879)
C (-5.4252, -6.2458, -7.1218)
O (-6.2839, -5.9226, -8.1224)
C (-7.2510, -4.9675, -7.6546)
C (-7.2791, -5.1333, -6.1411)
C (-5.8375, -5.5415, -5.8442)
H (-6.9242, -3.9698, -7.9564)
H (-8.2096, -5.1791, -8.1222)
H (-7.6047, -4.2373, -5.6168)
H (-7.9558, -5.9453, -5.8708)
H (-5.1906, -4.6764, -5.6944)
H (-5.7610, -6.2119, -4.9939)
O (5.0407, 5.9590, 5.3895)
C (6.1645, 6.1800, 5.0490)
O (6.8276, 5.3710, 4.1932)
C (8.1869, 5.8160, 4.0359)
C (8.1695, 7.2875, 4.4292)
C (7.0645, 7.3191, 5.4858)
H (8.8224, 5.2174, 4.6917)
H (8.4934, 5.6541, 3.0061)
H (9.1339, 7.6482, 4.7801)
H (7.8748, 7.8945, 3.5725)
H (7.4419, 7.0981, 6.4850)
H (6.5174, 8.2567, 5.4963)

As for the structure (SMILES): N#C[C@](CCO)([PH2]=N)[C@](N)(S)C#N.O=C1CCCO1.O=C1CCCO1.O=C1CCCO1.O=C1CCCO1.O=C1CCCO1.O=C1CCCO1. The max |F| is 0.046 Eh/bohr. Its net charge is 0. The HOMO-LUMO gap comes out at 9.23 eV. As for the multiplicity: 1.

These are the Mulliken partial charges, in e, on atoms 1 to 6: -0.6701 -0.1409 1.1829 0.1572 -0.2627 3.0952